Record 1
{
  "formula": "C42H41BN3O27",
  "method": "wB97M-V/def2-TZVPD",
  "species": ["C", "C", "O", "C", "C", "N", "C", "N", "N", "B", "O", "O", "C", "H", "H", "H", "H", "H", "H", "H", "H", "H", "H", "H", "H", "H", "H", "H", "H", "H", "C", "C", "C", "O", "C", "C", "C", "O", "O", "O", "H", "H", "H", "H", "C", "C", "C", "O", "C", "C", "C", "O", "O", "O", "H", "H", "H", "H", "C", "C", "C", "O", "C", "C", "C", "O", "O", "O", "H", "H", "H", "H", "C", "C", "C", "O", "C", "C", "C", "O", "O", "O", "H", "H", "H", "H", "C", "C", "C", "O", "C", "C", "C", "O", "O", "O", "H", "H", "H", "H", "C", "C", "C", "O", "C", "C", "C", "O", "O", "O", "H", "H", "H", "H"],
  "coordinates": [[6.34786, -1.79395, -2.49141], [5.79918, -0.37644, -2.62529], [5.99396, 0.22875, -3.90597], [5.15765, -0.29529, -4.90598], [4.32403, 0.87794, -5.47041], [3.94922, 1.81418, -4.40779], [2.95387, 1.71777, -3.56124], [2.79916, 2.64287, -2.54539], [2.09403, 0.66741, -3.61800], [0.63238, 0.83241, -3.70834], [0.13113, 2.03692, -3.29841], [-0.08780, -0.21711, -4.22831], [-0.25566, -0.37024, -5.64327], [6.30430, -2.35435, -3.43328], [7.38188, -1.77967, -2.13781], [5.75884, -2.34349, -1.75043], [4.72470, -0.34156, -2.36857], [6.30764, 0.28808, -1.91697], [4.50763, -1.08306, -4.49747], [5.75092, -0.73028, -5.72192], [4.92309, 1.45607, -6.17996], [3.42103, 0.53603, -5.99132], [4.58440, 2.58777, -4.26446], [3.67792, 3.07696, -2.28561], [2.10126, 3.35708, -2.72921], [2.46121, -0.14438, -4.09766], [-0.58985, 2.03802, -2.63932], [0.71355, -0.38500, -6.16124], [-0.87971, 0.43809, -6.03958], [-0.75073, -1.33022, -5.81121], [1.89388, -3.33925, -0.61908], [1.55381, -4.59980, -0.29713], [0.69852, -5.47395, -1.20572], [0.46189, -6.59278, -0.79564], [0.23046, -4.92071, -2.45402], [0.55614, -3.65973, -2.75691], [1.42149, -2.79802, -1.86120], [1.67066, -1.66920, -2.26961], [0.13761, -3.03444, -3.85361], [1.91528, -5.20352, 0.81477], [2.50136, -2.71712, 0.02323], [-0.40479, -5.52233, -3.08870], [0.41863, -2.09735, -3.77830], [1.53048, -6.10408, 0.78035], [4.88435, -0.89411, 1.95240], [4.24972, -0.70805, 3.11898], [4.11571, -1.80844, 4.16157], [3.53030, -1.49797, 5.18082], [4.66988, -3.11101, 3.87010], [5.28904, -3.29958, 2.69394], [5.43728, -2.19065, 1.66778], [6.00319, -2.47380, 0.62352], [5.82395, -4.44615, 2.30959], [3.66973, 0.42742, 3.45983], [4.97750, -0.11496, 1.20908], [4.56169, -3.89470, 4.60633], [6.21210, -4.29230, 1.42649], [3.27034, 0.28809, 4.34628], [-5.36428, -3.33080, -2.45208], [-4.03452, -3.20029, -2.35299], [-3.23207, -3.80752, -1.21304], [-2.02855, -3.58549, -1.24852], [-3.91148, -4.55384, -0.19445], [-5.24532, -4.69020, -0.28986], [-6.05180, -4.08736, -1.43307], [-7.25120, -4.28988, -1.39955], [-5.98867, -5.34224, 0.58031], [-3.28414, -2.53314, -3.21856], [-5.94292, -2.89475, -3.25392], [-3.33610, -4.97597, 0.61726], [-6.91127, -5.28183, 0.25690], [-2.36262, -2.63873, -2.90284], [-2.60501, 0.59695, -0.91619], [-2.34088, 1.89691, -1.06983], [-3.33859, 2.98589, -0.71644], [-2.94744, 4.12471, -0.90396], [-4.63295, 2.60980, -0.20704], [-4.90685, 1.30399, -0.04699], [-3.89941, 0.22084, -0.38503], [-4.23191, -0.93183, -0.18879], [-6.05172, 0.83566, 0.41207], [-1.19301, 2.39122, -1.54072], [-1.90188, -0.18901, -1.15877], [-5.34190, 3.38953, 0.03220], [-5.97706, -0.13805, 0.43292], [-1.30572, 3.37005, -1.51549], [-1.74520, 2.91354, 1.92132], [-1.47087, 2.13288, 2.97513], [-0.05733, 1.73067, 3.35027], [0.05677, 1.02596, 4.33811], [1.04628, 2.18811, 2.53974], [0.77379, 2.96963, 1.48655], [-0.64348, 3.38232, 1.11753], [-0.74397, 4.09342, 0.13066], [1.67838, 3.46279, 0.65173], [-2.38824, 1.63914, 3.79599], [-2.74931, 3.21298, 1.65770], [2.03903, 1.86797, 2.82118], [1.16398, 4.00850, 0.02003], [-1.90235, 1.09429, 4.45181], [-4.42916, 6.11481, 5.64069], [-5.06787, 6.34001, 6.80066], [-5.01958, 5.35998, 7.96487], [-5.62946, 5.69503, 8.96363], [-4.27812, 4.13174, 7.81415], [-3.64618, 3.90523, 6.65299], [-3.67484, 4.89725, 5.49853], [-3.03460, 4.58211, 4.50788], [-2.93769, 2.81883, 6.39082], [-5.78873, 7.41385, 7.05845], [-4.45515, 6.80951, 4.81332], [-4.25788, 3.43414, 8.63929], [-2.61456, 2.91239, 5.47075], [-6.12171, 7.30543, 7.97345]],
  "atomic_forces_ev_per_a": [[-0.10, -0.12, 0.03], [-0.04, 0.17, 0.44], [0.18, -0.25, 0.00], [-0.15, 0.20, -0.12], [0.08, -0.22, 0.00], [0.29, 0.14, 0.16], [-0.62, -0.59, 0.26], [0.50, 0.43, -0.32], [0.36, 0.61, -1.08], [-0.37, 1.07, 0.63], [2.50, -1.45, -2.46], [0.14, -0.11, 0.07], [-0.19, -0.02, -0.08], [-0.02, 0.20, 0.11], [-0.11, -0.04, -0.19], [0.18, 0.11, -0.12], [0.15, -0.11, -0.14], [-0.09, -0.12, -0.15], [0.07, 0.10, -0.09], [-0.17, 0.02, 0.17], [-0.12, -0.11, 0.15], [0.19, 0.07, 0.08], [0.00, -0.14, 0.05], [-0.03, 0.09, -0.15], [-0.39, -0.43, 0.20], [-0.03, 0.01, -0.02], [-0.39, -0.16, -0.26], [-0.14, 0.05, 0.09], [0.14, -0.14, 0.02], [0.06, 0.21, 0.03], [0.06, 0.04, 0.12], [-0.09, -0.10, -0.03], [0.02, 0.09, 0.02], [-0.02, -0.02, 0.01], [0.12, -0.09, -0.18], [0.04, 0.04, 0.02], [-0.01, -0.12, -0.06], [0.05, -0.10, 0.10], [-0.12, -0.05, 0.04], [0.10, 0.12, 0.05], [0.01, 0.00, 0.02], [0.01, -0.01, 0.02], [-0.02, 0.06, 0.02], [-0.04, -0.02, -0.05], [-0.06, 0.16, -0.01], [-0.04, -0.13, -0.04], [-0.01, 0.10, -0.03], [-0.01, -0.03, -0.01], [-0.01, -0.05, 0.02], [0.07, 0.07, -0.08], [-0.04, -0.06, -0.08], [0.03, -0.12, 0.13], [-0.02, -0.03, 0.11], [-0.04, 0.11, 0.15], [0.01, 0.02, 0.01], [0.02, -0.01, -0.01], [-0.01, 0.04, -0.02], [0.08, -0.12, 0.01], [-0.02, 0.02, -0.06], [0.03, -0.05, 0.05], [0.01, 0.29, -0.11], [-0.07, 0.00, 0.15], [0.03, -0.10, 0.09], [-0.09, 0.03, -0.09], [0.00, -0.03, 0.06], [0.01, 0.03, 0.00], [0.11, -0.03, 0.08], [-0.06, 0.03, -0.03], [0.02, -0.01, -0.02], [-0.02, -0.01, 0.00], [-0.01, 0.03, -0.06], [0.03, -0.02, 0.00], [0.34, 0.14, -0.14], [-0.70, -0.27, 0.20], [0.12, 0.27, -0.42], [-0.83, -0.32, -0.45], [-0.08, -0.07, 0.13], [0.08, -0.13, -0.01], [-0.09, -0.09, 0.04], [-0.11, 0.02, 0.02], [-0.03, 0.09, 0.01], [-1.75, 0.05, 1.53], [0.01, -0.02, 0.01], [-0.02, -0.01, 0.00], [0.02, -0.01, -0.01], [-0.03, 0.25, 0.20], [-0.06, 0.11, -0.17], [-0.04, -0.15, 0.21], [0.05, -0.07, 0.08], [-0.04, 0.04, -0.08], [0.03, -0.03, 0.01], [-0.10, 0.03, -0.06], [0.29, 0.05, 0.37], [0.87, 0.53, 0.87], [0.05, -0.03, 0.06], [0.09, 0.07, -0.15], [0.03, 0.06, 0.24], [0.03, 0.10, -0.13], [0.00, -0.02, 0.05], [0.07, -0.10, -0.05], [-0.03, 0.05, -0.07], [-0.03, -0.03, 0.13], [-0.06, 0.11, 0.00], [0.02, -0.04, -0.03], [0.05, -0.11, 0.03], [-0.02, 0.12, -0.08], [0.03, -0.05, 0.10], [0.01, -0.01, -0.06], [0.02, -0.06, 0.11], [0.05, 0.02, -0.13], [-0.01, 0.02, 0.02], [0.02, -0.01, -0.01], [-0.15, 0.14, 0.00], [0.01, -0.04, 0.03]],
  "e_lumo_ev": -3.83,
  "orbital_gap_ev": 7.180,
  "charge": 1,
  "fmax_ha_per_bohr": 0.074,
  "energy_ha": -3845.52531,
  "homo_energy_ev": -11.007
}

=====

Record 2
{
  "formula": "C42H41BaNO3P2S",
  "method": "wB97M-V/def2-TZVPD",
  "species": ["Ba", "C", "C", "C", "C", "C", "C", "C", "C", "C", "H", "H", "H", "H", "H", "H", "H", "H", "H", "H", "H", "H", "H", "H", "H", "P", "P", "C", "C", "C", "C", "C", "C", "C", "C", "C", "C", "C", "C", "C", "C", "C", "C", "C", "C", "C", "C", "C", "C", "C", "C", "C", "C", "H", "H", "H", "H", "H", "H", "H", "H", "H", "H", "H", "H", "H", "H", "H", "H", "H", "H", "H", "H", "H", "H", "O", "S", "O", "N", "C", "O", "C", "C", "C", "C", "C", "C", "H", "H", "H", "H"],
  "coordinates": [[0.24303, 2.70266, -1.29410], [-2.03045, 1.39778, -4.17384], [-1.99642, 0.09560, -3.85457], [-1.11448, -0.91507, -4.53888], [0.36942, -0.48230, -4.68976], [0.88089, 0.45854, -3.64983], [0.71723, 1.80061, -3.74342], [0.15307, 2.40999, -5.00018], [-1.30007, 1.97976, -5.33719], [1.63238, -0.40014, 1.99554], [-2.70063, 2.11255, -3.67404], [-2.72180, -0.33452, -3.14052], [-1.56148, -1.13550, -5.53065], [-1.18847, -1.86160, -3.97148], [0.96613, -1.40701, -4.68304], [0.46800, -0.04608, -5.69677], [1.57923, 0.00632, -2.95701], [1.38657, 2.54385, -3.24855], [0.83963, 2.14672, -5.82791], [0.18449, 3.51116, -4.92554], [-1.83880, 2.87066, -5.70757], [-1.25636, 1.24411, -6.15683], [1.29837, 0.59939, 2.26217], [2.28677, -0.76605, 2.79358], [0.70848, -0.98153, 1.91737], [-1.24622, -0.99979, 0.16527], [2.46898, -0.38474, 0.42572], [0.08900, -1.24715, -1.00537], [1.44372, -1.15890, -0.80035], [-2.24181, -2.50934, 0.23129], [-2.51498, -3.27119, -0.90954], [-3.37916, -4.35651, -0.79675], [-3.90631, -4.70684, 0.45238], [-3.60225, -3.95019, 1.59457], [-2.77526, -2.84116, 1.48294], [-2.49885, 0.15784, -0.49257], [-1.99075, 1.24942, -1.21802], [-2.67370, 2.50248, -1.20803], [-3.99705, 2.53356, -0.73690], [-4.61793, 1.35891, -0.30769], [-3.87198, 0.18252, -0.18968], [4.04850, -1.27771, 0.55508], [3.98580, -2.61947, 0.96115], [5.16272, -3.36230, 1.03483], [6.39343, -2.79562, 0.69910], [6.44518, -1.44881, 0.34629], [5.28788, -0.68083, 0.27509], [2.84618, 1.32523, 0.05899], [2.82993, 2.24128, 1.12343], [2.84246, 3.59971, 0.86060], [3.03270, 4.07010, -0.44595], [3.24061, 3.15104, -1.49074], [3.20589, 1.77522, -1.22693], [-0.24930, -1.65288, -1.96977], [2.06314, -1.69576, -1.52958], [-2.07624, -2.97730, -1.85794], [-3.64559, -4.92310, -1.68645], [-4.57481, -5.57050, 0.53294], [-4.02221, -4.22094, 2.56249], [-2.56632, -2.19371, 2.33105], [-1.19234, 0.98085, -1.97285], [-2.22155, 3.46367, -1.56814], [-4.55988, 3.47706, -0.70730], [-5.69181, 1.33513, -0.10800], [-4.32483, -0.75240, 0.11884], [3.01697, -3.06174, 1.20686], [5.11063, -4.39927, 1.33897], [7.30141, -3.40119, 0.67576], [7.38657, -0.97939, 0.10643], [5.31908, 0.36971, -0.01006], [2.83095, 1.92172, 2.16647], [2.71332, 4.28817, 1.69878], [3.01802, 5.15240, -0.65312], [3.21437, 3.50802, -2.53718], [3.33705, 1.04646, -2.03909], [-0.52135, 3.51747, 5.14337], [-0.04381, 2.22340, 4.74689], [1.38495, 2.00439, 4.85748], [-0.58568, 1.74271, 3.27611], [-1.43883, 0.69686, 3.31486], [-2.02018, 0.20182, 2.31103], [-1.58288, 0.16618, 4.70327], [-2.23383, -0.99708, 5.12612], [-2.23483, -1.31438, 6.48700], [-1.60864, -0.46432, 7.41927], [-0.91729, 0.67850, 6.98375], [-0.90921, 0.94419, 5.61886], [-2.71333, -1.62588, 4.37592], [-2.72386, -2.23145, 6.81594], [-1.65883, -0.70883, 8.47719], [-0.39053, 1.36480, 7.63872]],
  "atomic_forces_ev_per_a": [[1.44, 0.60, 2.61], [-0.89, -0.19, -0.27], [-0.84, 0.09, -0.36], [-0.55, -0.31, 0.08], [-0.53, -0.61, -0.60], [0.67, 0.18, 0.28], [0.80, 0.48, -1.57], [-0.04, 0.54, -0.34], [0.52, 0.12, -0.57], [-0.29, 0.01, 0.63], [0.18, -0.71, -0.05], [0.60, 0.53, -0.20], [0.39, 0.04, 0.28], [0.18, 0.42, -0.24], [-0.03, 0.39, 0.01], [0.20, -0.02, 0.33], [-0.17, 0.25, 0.36], [0.16, -1.22, -0.51], [-0.33, 0.17, 0.09], [0.04, -0.35, 0.04], [0.14, -0.51, 0.06], [-0.17, 0.28, 0.20], [-0.03, 0.12, 0.12], [-0.12, 0.00, -0.14], [0.33, -0.13, 0.04], [0.66, 0.15, 0.43], [-0.76, 0.21, -0.95], [-2.09, 0.06, -1.63], [1.60, -0.68, 0.94], [0.17, -0.23, -0.18], [-0.43, -0.04, 0.74], [0.07, -0.06, 0.09], [-0.05, 0.09, 0.13], [-0.19, -0.37, -0.40], [-0.05, -0.10, -0.45], [0.25, 0.55, -0.92], [-0.70, 0.43, 0.04], [-0.43, -0.71, 0.04], [0.23, 0.59, 0.17], [0.33, -0.59, -0.46], [0.32, 0.17, 0.25], [0.07, -0.29, -0.19], [0.32, 0.34, -0.14], [-0.08, -0.04, -0.06], [-0.30, 0.18, -0.10], [-0.07, 0.03, -0.03], [-0.62, -0.28, 0.08], [0.83, -1.55, 0.16], [-0.12, 1.77, 0.96], [0.04, -0.63, 0.94], [-0.71, 0.99, -0.85], [-0.36, -0.38, -0.30], [-0.56, 0.60, -1.00], [0.60, -0.09, 0.14], [-0.02, 0.51, -0.07], [-0.11, -0.14, 0.00], [0.04, -0.02, 0.20], [0.26, 0.34, -0.03], [0.06, 0.01, -0.23], [0.04, -0.12, -0.18], [-0.70, 0.16, 1.28], [-0.68, -0.86, -0.04], [0.37, -0.44, -0.09], [0.41, 0.12, 0.09], [-0.12, 0.16, 0.33], [0.31, 0.03, -0.09], [0.04, -0.03, 0.00], [-0.29, 0.19, 0.18], [0.16, -0.04, -0.03], [0.07, -0.22, 0.07], [-0.18, 0.09, -0.31], [0.25, -0.10, -0.27], [0.08, -0.64, 0.09], [0.78, -0.18, 0.59], [-0.06, 0.29, 0.22], [-0.14, 0.25, -0.06], [-0.25, -1.13, -0.95], [-0.18, 0.04, -0.09], [0.06, 0.56, -0.14], [-0.12, 0.18, -1.33], [0.34, 1.02, 2.35], [-0.27, -0.84, 0.52], [0.13, 0.36, -0.07], [0.17, 0.33, -0.10], [0.08, 0.12, -0.43], [-0.28, -0.31, -0.36], [-0.01, -0.15, 0.82], [0.03, 0.11, 0.32], [0.10, 0.28, 0.03], [0.08, 0.05, -0.16], [-0.12, -0.26, 0.19]],
  "e_lumo_ev": [-0.84, -0.84],
  "orbital_gap_ev": [3.390, 3.390],
  "fmax_ha_per_bohr": 0.059,
  "energy_ha": -3011.61730,
  "homo_energy_ev": [-4.232, -4.230]
}